1.
DFT (ωB97M-V/def2-TZVPD) results for a structure of composition C32H28ClN2O3PmS2.

Results
- HOMO energy (spin up / spin down) (eV) = -12.40 / -12.40
- ⟨S²⟩ = 6.0054
- total charge = +2
- multiplicity = 5
- frontier orbital gap (spin up / spin down) (eV) = 6.56 / 6.56

XYZ file:
```
69
Properties=species:S:1:pos:R:3:mulliken_charge:R:1
Pm 11.11863 11.68343 11.77250 1.163
Cl 15.68313 6.82732 14.33815 -0.198
C 14.91484 8.34757 14.41156 0.210
C 13.77238 8.45698 15.21103 -0.415
C 12.94295 9.58396 15.15917 -0.860
C 13.08420 10.47045 14.04864 0.589
O 12.18606 11.37948 13.75610 -0.718
C 14.30260 10.36736 13.27087 0.269
C 14.55950 11.31256 12.28336 -0.096
N 13.61566 11.96019 11.58128 -0.150
C 13.76797 12.57214 10.33950 0.220
C 14.77322 12.20689 9.38436 -0.648
C 15.01441 13.03020 8.23534 -0.798
C 14.07810 13.96749 7.85487 -0.772
C 12.97503 14.24354 8.69563 1.119
C 12.07244 15.23649 8.32335 -0.436
C 10.99512 15.58112 9.19841 -0.752
C 10.89552 14.87542 10.38756 -0.348
N 11.64836 13.77413 10.67308 -0.289
C 12.74401 13.51504 9.87042 0.435
C 15.27720 9.36233 13.52239 -0.911
H 13.53090 7.60125 15.87005 0.404
H 12.19940 9.71926 15.90543 0.527
H 15.63619 11.51484 12.08949 0.548
H 15.38593 11.32613 9.62643 0.559
H 16.00236 12.92839 7.71451 0.376
H 14.12968 14.50506 6.91219 0.384
H 12.24141 15.69007 7.32775 0.402
H 10.32891 16.37544 9.00446 0.468
H 10.23246 15.24005 11.21355 0.426
H 16.14127 9.22628 12.89142 0.445
O 9.16052 11.87543 12.75080 -0.232
S 7.63479 12.13280 12.75806 0.267
C 7.02840 10.58822 11.87608 -0.969
C 7.81024 9.29279 12.08433 -0.440
C 8.33310 8.66957 10.76941 -0.661
C 9.37274 7.57432 10.92518 -0.848
S 11.17794 8.12663 10.84091 0.326
O 11.07867 9.69019 10.84762 -0.197
C 11.58979 7.57254 9.19661 0.542
C 12.08044 6.28479 8.94572 -0.320
C 12.52405 5.92484 7.63391 -0.657
C 12.33722 6.83383 6.60985 -0.352
C 11.81028 8.12466 6.85972 -0.830
C 11.44060 8.47359 8.17501 -0.336
C 7.04268 12.02038 14.42479 1.042
C 5.79308 11.42950 14.77417 -0.341
C 5.29045 11.57357 16.06194 -0.528
C 6.08983 12.15278 17.06750 -0.470
C 7.27294 12.76350 16.70469 -0.542
C 7.73048 12.75667 15.37798 -0.552
H 7.03496 10.85211 10.78938 0.507
H 5.95413 10.53194 12.12835 0.561
H 7.14435 8.55556 12.60838 0.394
H 8.66500 9.52422 12.74309 0.259
H 8.65239 9.45077 10.00908 0.261
H 7.48484 8.14503 10.24681 0.432
H 9.20098 6.73452 10.17266 0.471
H 9.31561 7.16641 11.96279 0.500
H 12.19112 5.61681 9.78668 0.440
H 12.95566 4.94226 7.42048 0.417
H 12.66576 6.57494 5.60724 0.398
H 11.73635 8.84772 6.06456 0.423
H 11.09986 9.45435 8.39317 0.375
H 5.15937 10.93362 14.02486 0.165
H 4.25372 11.25608 16.24571 0.381
H 5.71622 12.21291 18.09984 0.366
H 7.80042 13.38035 17.42912 0.375
H 8.65242 13.35554 15.13012 0.219
```

2.
DFT (ωB97M-V/def2-TZVPD) results for the molecule C5H4N2.

Results
- HOMO energy (eV) = -8.64
- energy above the lowest of the compared OMol25 structures with the same formula, charge and spin (kcal per mole) = 60.6
- multiplicity = 1
- frontier orbital gap (eV) = 9.04

XYZ file:
```
11
Properties=species:S:1:pos:R:3:mulliken_charge:R:1
C 0.25339 -1.31568 0.03625 -0.110
C -0.20192 -0.03058 0.18660 0.188
C 0.66767 1.15399 0.09225 -0.600
C 1.35835 2.18437 -0.09959 -0.019
C -1.59469 0.16519 0.06920 0.109
H 1.90238 -2.54419 -0.03179 0.266
H 2.13074 -0.81490 0.35384 0.270
H -0.43186 -2.18635 0.01943 0.391
H 2.08704 2.98046 -0.12851 0.430
N 1.54322 -1.59707 -0.14783 -0.455
N -2.76967 0.11438 -0.12664 -0.470
```

Look up the multiplicity of the second one.
1

Among the records above, which one has the highest multiplicity?
C32H28ClN2O3PmS2